# 1
Density functional theory data (the ωB97M-V functional and the def2-TZVPD basis) for a molecular structure, C36H21HfN8O13Se3 at a distorted geometry.

As for the energy relative to the best compared isomer or geometry (same formula, charge and spin): 1.296 eV. Its charge is -1. For the HOMO-LUMO gap, the calculation gives 6.9 eV. As for the lowest unoccupied orbital energy: 0.69 eV.

CARTESIAN COORDINATES (ANGSTROEM)
Hf (-0.409, -0.443, -0.513)
O (-4.884, -1.674, 5.473)
N (-3.734, -1.976, 5.718)
O (-3.381, -2.507, 6.750)
C (-2.690, -1.684, 4.688)
C (-1.503, -2.259, 4.912)
C (-0.411, -2.046, 4.016)
C (0.870, -2.566, 4.268)
C (1.885, -2.257, 3.413)
C (1.588, -1.491, 2.273)
N (0.384, -1.057, 1.983)
C (-0.602, -1.281, 2.875)
C (-1.880, -0.630, 2.650)
N (-1.964, 0.174, 1.558)
C (-3.111, 0.775, 1.330)
C (-4.221, 0.650, 2.164)
C (-4.146, -0.144, 3.266)
C (-2.940, -0.822, 3.547)
H (-1.369, -2.883, 5.784)
H (1.035, -3.179, 5.147)
H (2.898, -2.594, 3.582)
H (2.375, -1.229, 1.582)
H (-3.168, 1.377, 0.436)
H (-5.138, 1.165, 1.908)
H (-5.000, -0.270, 3.906)
O (2.322, 1.857, 1.747)
C (1.894, 1.509, 0.653)
O (0.710, 1.027, 0.477)
C (2.736, 1.622, -0.576)
C (3.959, 2.233, -0.447)
C (4.808, 2.322, -1.538)
C (4.457, 1.789, -2.756)
C (3.225, 1.194, -2.907)
C (2.281, 1.093, -1.836)
O (1.132, 0.573, -1.992)
N (2.931, 0.681, -4.264)
O (3.860, 0.613, -5.055)
O (1.794, 0.363, -4.535)
N (6.102, 3.001, -1.400)
O (6.839, 3.040, -2.369)
O (6.373, 3.498, -0.322)
H (4.249, 2.632, 0.515)
H (5.129, 1.847, -3.597)
Se (-0.923, 2.137, -1.613)
Se (-2.835, 3.538, -1.377)
C (-2.359, 3.850, 0.452)
C (-3.279, 4.401, 1.338)
C (-2.894, 4.509, 2.662)
C (-1.635, 4.069, 3.052)
C (-0.788, 3.553, 2.085)
N (-1.150, 3.453, 0.803)
C (-1.289, 1.212, -3.267)
C (-1.677, 1.819, -4.442)
C (-1.722, 1.034, -5.587)
C (-1.377, -0.301, -5.502)
C (-1.011, -0.820, -4.270)
N (-0.980, -0.082, -3.168)
H (-4.257, 4.721, 1.003)
H (-3.581, 4.923, 3.391)
H (-1.316, 4.127, 4.084)
H (0.210, 3.192, 2.319)
H (-1.921, 2.873, -4.465)
H (-1.998, 1.473, -6.538)
H (-1.382, -0.941, -6.373)
H (-0.745, -1.863, -4.155)
O (-2.814, -3.003, -1.933)
Se (-2.775, -2.041, -0.626)
O (-1.300, -2.212, 0.217)
O (-2.433, -0.442, -1.092)
O (-4.044, -2.102, 0.380)
N (4.179, -6.338, -2.349)
C (3.529, -5.417, -2.118)
C (2.709, -4.254, -1.823)
C (3.249, -3.180, -1.124)
C (2.453, -2.080, -0.839)
C (1.104, -2.000, -1.202)
C (0.615, -3.086, -1.943)
C (1.387, -4.194, -2.256)
H (4.283, -3.216, -0.803)
H (2.932, -1.242, -0.341)
H (-0.420, -3.095, -2.272)
H (0.970, -5.017, -2.823)

Now the Löwdin charges, all in e: 1.598 0.073 -0.333 0.069 -0.052 0.064 -0.123 0.004 -0.015 -0.075 0.095 -0.132 -0.125 0.088 -0.133 -0.015 0.018 -0.047 0.130 0.122 0.112 0.099 0.063 0.119 0.102 0.044 -0.585 -0.266 -0.045 0.070 -0.138 0.070 -0.028 -0.286 -0.263 -0.331 0.051 0.092 -0.363 0.057 0.059 0.132 0.128 0.877 0.732 -0.722 -0.116 -0.076 -0.058 -0.102 -0.024 -0.569 -0.082 -0.059 -0.045 -0.099 -0.013 0.101 0.106 0.102 0.106 0.099 0.107 0.107 0.114 -0.441 0.867 -0.529 -0.602 -0.421 0.125 -0.192 -0.247 -0.041 -0.126 -0.211 -0.116 -0.031 0.113 0.082 0.063 0.115

# 2
Density functional theory data (the ωB97M-V functional and the def2-TZVPD basis) for a gas-phase ion, H2NO3S2 (charge -1) at a distorted geometry.

As for the energy relative to the best compared isomer or geometry (same formula, charge and spin): 1.634 eV. Its charge is -1. For the HOMO-LUMO gap, the calculation gives 8.1 eV. As for the lowest unoccupied orbital energy: 3.68 eV. As for the structure (SMILES): NOS(=O)(=O)[S-].

CARTESIAN COORDINATES (ANGSTROEM)
N (-0.237, 0.449, -0.069)
O (1.730, -0.867, 1.266)
O (1.630, -0.929, -1.176)
O (1.075, 1.130, -0.064)
S (3.973, 0.309, 0.022)
S (2.094, -0.178, -0.011)
H (-0.297, -0.241, 0.671)
H (-0.123, 0.153, -1.013)

Now the Löwdin charges, all in e: -0.013 -0.479 -0.452 -0.388 0.151 0.090 0.054 0.036

# 3
Density functional theory data (the ωB97M-V functional and the def2-TZVPD basis) for a molecular structure, C13H31BCoO4 at a distorted geometry.

The multiplicity is 4. As for the energy relative to the best compared isomer or geometry (same formula, charge and spin): 0.000 eV. Its charge is 0. For the HOMO-LUMO gap (alpha / beta), the calculation gives 8.7 / 8.7 eV. As for the lowest unoccupied orbital energy (alpha / beta): 0.51 / 0.51 eV. The expectation value of S² is 3.757.

CARTESIAN COORDINATES (ANGSTROEM)
Co (-0.486, -0.314, -0.738)
C (-3.358, 0.023, 0.237)
O (-2.311, -0.586, -0.419)
H (-4.124, 0.387, -0.467)
H (-3.865, -0.674, 0.924)
H (-3.036, 0.890, 0.848)
B (0.506, -0.451, -2.706)
H (-0.245, -1.357, -2.413)
H (-0.197, 0.508, -2.952)
H (1.112, -0.196, -1.674)
H (1.222, -0.742, -3.622)
C (0.846, 0.996, 3.271)
C (2.228, 0.627, 2.708)
C (1.947, 0.147, 1.279)
O (0.543, 0.279, 1.064)
C (-0.063, 1.121, 2.059)
H (0.860, 1.850, 3.945)
H (0.502, 0.161, 3.892)
H (2.730, -0.149, 3.282)
H (2.891, 1.492, 2.696)
H (2.207, -0.898, 1.113)
H (2.484, 0.748, 0.540)
H (-1.059, 0.729, 2.235)
H (-0.045, 2.141, 1.673)
C (0.570, -3.996, 1.475)
C (0.635, -4.558, 0.060)
C (0.831, -3.303, -0.773)
O (0.197, -2.247, -0.006)
C (-0.263, -2.749, 1.254)
H (1.561, -3.715, 1.843)
H (0.149, -4.686, 2.207)
H (-0.332, -4.993, -0.196)
H (1.424, -5.291, -0.101)
H (0.327, -3.360, -1.735)
H (1.866, -3.000, -0.940)
H (-1.340, -2.930, 1.223)
H (-0.080, -1.984, 2.010)
C (0.255, 3.666, -2.264)
C (-1.244, 3.385, -2.578)
C (-1.698, 2.563, -1.384)
O (-0.543, 1.906, -0.881)
C (0.569, 2.777, -1.068)
H (0.465, 4.720, -2.086)
H (0.853, 3.394, -3.133)
H (-1.284, 2.827, -3.508)
H (-1.810, 4.313, -2.629)
H (-2.488, 1.861, -1.644)
H (-2.107, 3.177, -0.570)
H (1.442, 2.137, -1.204)
H (0.754, 3.352, -0.151)

Now the Löwdin charges, all in e: 0.660 -0.286 -0.364 0.067 0.065 0.056 -0.353 -0.008 -0.005 -0.008 -0.005 -0.143 -0.133 -0.164 -0.244 -0.149 0.113 0.111 0.109 0.109 0.118 0.119 0.124 0.116 -0.157 -0.151 -0.157 -0.237 -0.179 0.115 0.116 0.121 0.116 0.115 0.131 0.131 0.114 -0.135 -0.134 -0.188 -0.250 -0.186 0.106 0.110 0.108 0.109 0.117 0.130 0.112 0.119

# 4
Density functional theory data (the ωB97M-V functional and the def2-TZVPD basis) for 2 unconnected molecules or ions with the total composition C4H8O at a distorted geometry.

The multiplicity is 2. As for the energy relative to the best compared isomer or geometry (same formula, charge and spin): 2.175 eV. Its charge is +1. For the HOMO-LUMO gap (alpha / beta), the calculation gives 7.0 / 3.3 eV. As for the lowest unoccupied orbital energy (alpha / beta): -5.40 / -9.11 eV. The expectation value of S² is 0.756.

CARTESIAN COORDINATES (ANGSTROEM)
C (0.446, -3.488, 0.331)
C (0.920, -3.481, -0.916)
H (0.509, -4.375, 0.945)
H (0.395, -2.547, 0.875)
H (1.093, -4.443, -1.376)
H (1.171, -2.564, -1.428)
C (0.456, 3.023, -0.201)
C (-0.723, 2.665, 0.400)
O (-1.049, 1.397, 0.307)
H (1.190, 2.253, -0.395)
H (0.649, 4.071, -0.397)
H (-1.476, 3.276, 0.889)
H (-1.583, 1.114, 1.064)

Now the Löwdin charges, all in e: -0.088 -0.073 0.048 0.028 0.048 0.038 0.284 -0.058 0.188 0.126 0.120 0.167 0.171

# 5
Density functional theory data (the ωB97M-V functional and the def2-TZVPD basis) for a molecular structure, C26H55Br9O19S5 at a distorted geometry.

Its charge is 0. For the HOMO-LUMO gap, the calculation gives 9.3 eV. As for the lowest unoccupied orbital energy: -0.88 eV.

CARTESIAN COORDINATES (ANGSTROEM)
O (-3.077, 0.549, 3.833)
C (-2.019, 0.467, 4.371)
O (-0.871, 0.492, 3.610)
C (0.206, -0.126, 4.273)
C (-0.382, -0.728, 5.543)
C (-1.722, 0.032, 5.795)
H (0.961, 0.596, 4.612)
H (0.699, -0.823, 3.596)
H (0.269, -0.667, 6.413)
H (-0.583, -1.786, 5.368)
H (-1.703, 0.915, 6.429)
H (-2.496, -0.672, 6.080)
O (-1.546, 0.434, -0.254)
C (-0.360, 0.348, -0.076)
O (0.370, -0.762, -0.165)
C (1.721, -0.602, 0.303)
C (1.690, 0.735, 1.067)
C (0.497, 1.486, 0.512)
H (2.412, -0.439, -0.518)
H (1.997, -1.313, 1.069)
H (2.643, 1.243, 0.880)
H (1.744, 0.602, 2.147)
H (0.582, 2.249, -0.261)
H (-0.183, 1.868, 1.274)
O (0.155, 3.176, -7.735)
S (-1.145, 3.083, -7.131)
O (-2.100, 2.125, -7.616)
O (-0.975, 2.962, -5.531)
C (-1.665, 1.902, -4.873)
C (-1.617, 2.110, -3.337)
C (-1.922, 4.676, -7.237)
H (-1.081, 0.981, -4.869)
H (-2.706, 1.795, -5.158)
H (-2.197, 1.423, -2.722)
H (-2.062, 3.094, -3.150)
H (-0.619, 2.076, -2.900)
H (-2.383, 4.824, -8.212)
H (-1.139, 5.431, -7.141)
H (-2.673, 4.921, -6.489)
O (-1.743, 3.825, 4.913)
S (-1.510, 4.578, 3.710)
O (-1.413, 6.011, 3.675)
O (-0.162, 3.983, 2.991)
C (1.013, 4.270, 3.755)
C (2.181, 4.860, 2.985)
C (-2.705, 4.013, 2.503)
H (1.255, 3.321, 4.237)
H (0.850, 5.004, 4.550)
H (2.102, 5.931, 2.796)
H (2.382, 4.357, 2.036)
H (3.121, 4.790, 3.538)
H (-3.644, 4.522, 2.696)
H (-2.781, 2.929, 2.577)
H (-2.310, 4.257, 1.519)
O (-5.891, -1.472, 2.638)
S (-5.702, -1.128, 1.262)
O (-5.423, -2.065, 0.215)
O (-7.086, -0.386, 0.851)
C (-7.453, -0.469, -0.522)
C (-8.802, 0.241, -0.782)
C (-4.567, 0.262, 1.134)
H (-7.505, -1.463, -0.961)
H (-6.738, 0.082, -1.139)
H (-8.666, 1.254, -0.397)
H (-9.774, -0.154, -0.501)
H (-8.821, 0.326, -1.873)
H (-4.650, 0.762, 2.093)
H (-4.944, 0.789, 0.261)
H (-3.552, -0.090, 0.968)
O (-1.813, -1.624, -4.379)
S (-2.746, -2.494, -3.661)
O (-4.096, -2.723, -4.141)
O (-1.992, -3.918, -3.496)
C (-1.010, -4.271, -4.482)
C (-0.393, -5.610, -4.157)
C (-2.712, -1.989, -1.958)
H (-0.261, -3.487, -4.607)
H (-1.490, -4.258, -5.466)
H (-0.889, -6.208, -3.401)
H (0.621, -5.405, -3.799)
H (-0.236, -6.154, -5.088)
H (-3.408, -2.586, -1.366)
H (-2.976, -0.946, -1.824)
H (-1.718, -2.238, -1.594)
O (3.623, -3.186, 0.228)
S (4.335, -3.004, 1.484)
O (3.920, -1.993, 2.402)
O (4.457, -4.454, 2.267)
C (3.753, -5.546, 1.631)
C (3.778, -6.777, 2.497)
C (6.110, -2.865, 1.096)
H (4.042, -5.756, 0.599)
H (2.728, -5.172, 1.572)
H (2.836, -6.778, 3.052)
H (4.558, -6.947, 3.239)
H (3.748, -7.719, 1.945)
H (6.369, -3.870, 0.778)
H (6.592, -2.585, 2.027)
H (6.180, -2.123, 0.306)
C (6.916, 1.406, 3.283)
Br (8.146, -0.103, 2.773)
Br (5.132, 1.055, 2.518)
Br (7.781, 3.013, 2.626)
H (6.916, 1.567, 4.352)
C (3.543, -1.693, -3.416)
Br (5.184, -2.119, -2.382)
Br (3.157, 0.184, -3.278)
Br (2.024, -2.830, -2.904)
H (3.889, -1.958, -4.404)
C (6.317, 2.522, -0.694)
Br (7.225, 0.834, -0.866)
Br (4.466, 2.256, -1.194)
Br (7.158, 3.819, -1.950)
H (6.450, 2.918, 0.303)

Atomic partial charges in e from the Löwdin method, atoms 1 to 99: 0.128 -0.456 0.005 -0.187 -0.132 -0.035 0.120 0.121 0.112 0.116 0.127 0.124 0.091 -0.469 0.034 -0.135 -0.166 -0.047 0.074 0.093 0.030 0.088 0.128 0.104 -0.274 0.600 -0.282 -0.248 -0.259 -0.063 -0.131 0.109 0.122 0.061 0.076 0.068 0.072 0.068 0.071 -0.279 0.617 -0.274 -0.270 -0.285 -0.062 -0.097 0.114 0.114 0.081 0.072 0.078 0.078 0.053 0.074 -0.269 0.615 -0.292 -0.253 -0.290 -0.063 -0.101 0.115 0.112 0.075 0.073 0.076 0.048 0.065 0.050 -0.313 0.642 -0.282 -0.266 -0.298 -0.062 -0.115 0.062 0.122 0.084 0.038 0.080 0.064 0.056 0.065 -0.362 0.610 -0.323 -0.262 -0.273 -0.069 -0.114 0.120 0.114 0.077 0.082 0.079 0.072 0.028 0.002

Number 1: E -273554.068 eV. Number 2: E -29335.264 eV. Number 3: E -60474.724 eV. Number 4: E -6313.833 eV. Number 5: E -751310.037 eV.